Density functional theory data (ωB97M-V/def2-TZVPD) for a single C2H8N6O molecule at a distorted geometry.

Each line ends with the natural charge from an NBO analysis.
Cartesian coordinates (Å):
H (-2.163, 1.049, -0.195)  0.37
N (-1.652, 1.347, 0.669)  -0.71
C (-0.726, 0.488, 0.954)  0.57
N (0.056, 0.529, 2.091)  -0.84
N (-0.384, -0.650, 0.084)  -0.37
N (-0.558, -1.894, 0.738)  -0.66
C (0.755, -0.580, -0.706)  0.54
N (1.510, -1.534, -1.040)  -0.71
H (1.228, -2.405, -0.593)  0.37
N (1.045, 0.769, -1.161)  -0.38
O (-0.023, 1.410, -1.798)  -0.56
H (-0.104, 1.419, 2.560)  0.40
H (1.059, 0.393, 1.910)  0.39
H (-1.554, -2.143, 0.716)  0.37
H (-0.251, -1.879, 1.729)  0.36
H (1.887, 0.755, -1.756)  0.38
H (-0.210, 2.113, -1.157)  0.48

Properties
gap between HOMO and LUMO: 10.097 eV



Density functional theory data (ωB97M-V/def2-TZVPD) for 2 unconnected molecules or ions with the total composition C2H8N6S at a distorted geometry.

Each line ends with the natural charge from an NBO analysis.
Cartesian coordinates (Å):
C (-0.894, -1.538, 0.821)  -0.09
C (0.075, -0.630, -1.014)  0.17
N (0.547, -1.641, 0.875)  -0.36
N (-1.172, -1.031, -0.571)  -0.27
N (1.007, -0.955, -0.113)  -0.24
N (-2.218, -0.074, -0.547)  -0.65
N (1.847, 1.675, 0.329)  -0.49
N (0.591, 1.866, -0.127)  -0.49
S (2.606, -0.540, -0.447)  0.02
H (-1.345, -2.469, 0.860)  0.20
H (-1.363, -0.903, 1.644)  0.17
H (0.319, 0.154, -1.737)  0.26
H (-2.567, 0.023, -1.507)  0.36
H (-1.932, 0.849, -0.280)  0.34
H (1.956, 1.333, 1.233)  0.38
H (2.520, 2.292, -0.089)  0.39
H (0.024, 1.588, 0.671)  0.30

Properties
gap between HOMO and LUMO (alpha / beta): 7.604 / 5.852 eV



Density functional theory data (ωB97M-V/def2-TZVPD) for 2 unconnected molecules or ions with the total composition C2H8NO at a distorted geometry.

Each line ends with the natural charge from an NBO analysis.
Cartesian coordinates (Å):
O (2.037, 1.150, -0.835)  -1.23
H (2.329, 0.853, -1.700)  0.41
C (-0.256, -0.516, 1.234)  -0.63
C (-0.745, -0.588, -0.207)  -0.21
N (-0.471, 0.597, -1.004)  -0.94
H (0.801, -0.257, 1.317)  0.23
H (-0.347, -1.470, 1.777)  0.17
H (-0.824, 0.228, 1.798)  0.18
H (-1.814, -0.847, -0.135)  0.13
H (-0.375, -1.428, -0.810)  0.16
H (0.661, 0.910, -0.847)  0.44
H (-0.996, 1.368, -0.588)  0.30

Properties
charge: -1
gap between HOMO and LUMO: 7.391 eV



Short version: total energy = -13189.3896 -21972.6699 -5740.8656 eV, in the order given.
Short version: energy relative to the best compared isomer or geometry (same formula, charge and spin) = 21.7 52.4 7.1 kcal/mol, in the order given.